1.
The following is a quantum chemistry calculation of a molecular structure, C8H25HgO5, from the OMol25 dataset.

The calculation puts the orbital gap at 4.97 eV. For the max |F|, the calculation gives 1.25 eV/Å. The value obtained for the energy relative to the best compared isomer or geometry (same formula, charge and spin) is 0.000 eV. Its multiplicity is 1. The net charge is +1. The HOMO energy comes out at -13.01 eV.

Atoms and positions in Å:
Hg (-27.7737, 13.9895, 2.1489)
O (-28.0604, 12.0615, 1.5513)
H (-28.4382, 11.5226, 0.8460)
C (-26.6155, 9.1342, 5.2567)
C (-27.5577, 9.7885, 4.2844)
O (-26.7797, 10.4814, 3.2884)
H (-25.9390, 9.8336, 5.7540)
H (-25.9231, 8.4759, 4.7283)
H (-27.1828, 8.5755, 5.9982)
H (-28.1992, 10.5125, 4.8109)
H (-28.2649, 9.0955, 3.8251)
H (-27.3660, 10.8958, 2.6270)
C (-25.6978, 14.1971, 5.7188)
C (-26.9135, 13.3749, 5.3399)
O (-26.8612, 13.0254, 3.9234)
H (-24.7988, 13.6456, 5.4428)
H (-25.6764, 14.3289, 6.7999)
H (-25.7084, 15.1596, 5.2079)
H (-27.8442, 13.9273, 5.4664)
H (-26.9667, 12.4918, 5.9760)
H (-26.6533, 12.0357, 3.7878)
C (-26.6808, 11.6478, -3.2071)
C (-26.8141, 12.1555, -1.7970)
O (-26.9511, 11.0158, -0.9409)
H (-26.8326, 12.4293, -3.9496)
H (-27.4248, 10.8670, -3.3767)
H (-25.7260, 11.1529, -3.3814)
H (-27.6965, 12.7992, -1.6856)
H (-25.9289, 12.7352, -1.5063)
H (-27.2598, 11.3138, -0.0818)
C (-32.6932, 10.4357, 0.4446)
C (-31.4444, 11.2498, 0.7199)
O (-30.5789, 10.4381, 1.5092)
H (-32.4138, 9.4429, 0.0994)
H (-33.3438, 10.9217, -0.2813)
H (-33.2716, 10.3339, 1.3642)
H (-31.7088, 12.1852, 1.2261)
H (-30.9960, 11.4913, -0.2526)
H (-29.7280, 10.8825, 1.5602)

Atom charges from the Löwdin analysis, given in e for atoms 1 to 5: Hg 1.41; O -0.42; H 0.00; C -0.07; C -0.28


2.
The following is a quantum chemistry calculation of a molecular structure, C33H26Cl3CuN6OS, from the OMol25 dataset.

The calculation puts the orbital gap at 6.28 eV. For the max |F|, the calculation gives 0.34 eV/Å. The value obtained for the energy relative to the best compared isomer or geometry (same formula, charge and spin) is 0.000 eV. Its multiplicity is 1. The net charge is 0. The HOMO energy comes out at -6.63 eV.

Atoms and positions in Å:
Cu (-1.7256, -0.4662, -0.7517)
C (-3.6890, -5.4953, -2.0039)
C (-3.8050, -4.5690, -0.9775)
C (-2.9537, -3.4774, -0.9176)
C (-1.9479, -3.2928, -1.8680)
C (-1.8620, -4.2149, -2.9178)
C (-2.7185, -5.3013, -2.9783)
N (-1.1495, -2.1414, -1.8039)
C (0.1490, -2.1956, -2.0846)
C (0.8976, -3.4265, -2.0700)
C (2.2296, -3.4835, -2.3395)
C (2.9665, -2.3287, -2.6982)
C (2.3074, -1.1406, -2.7326)
C (0.9294, -1.0127, -2.3991)
N (0.5038, 0.2759, -2.4893)
N (-0.6210, 0.6273, -2.0204)
C (-0.9289, 1.9928, -2.2260)
C (-0.2952, 2.7899, -3.1809)
C (-0.7272, 4.0912, -3.3293)
C (-1.7599, 4.5652, -2.5271)
C (-2.3129, 3.6955, -1.6036)
N (-1.9149, 2.4335, -1.4500)
H (-4.3571, -6.3447, -2.0562)
H (-4.5726, -4.6895, -0.2229)
H (-3.0728, -2.7299, -0.1421)
H (-1.1241, -4.0614, -3.6948)
H (-2.6339, -5.9992, -3.8022)
H (0.3774, -4.3274, -1.7772)
H (2.7369, -4.4381, -2.2626)
H (4.0199, -2.3935, -2.9308)
H (2.8166, -0.2219, -2.9956)
H (0.4973, 2.3712, -3.7826)
H (-0.2706, 4.7328, -4.0732)
H (-2.1337, 5.5753, -2.6206)
H (-3.1213, 4.0201, -0.9569)
Cl (2.7134, -4.1463, 1.6688)
C (2.2588, -2.5383, 2.1330)
C (1.8984, -1.6178, 1.1643)
C (1.5324, -0.3406, 1.5555)
C (1.5170, 0.0347, 2.8962)
C (1.0302, 1.4056, 3.3046)
C (-0.4045, 1.3367, 3.8683)
N (-1.2488, 0.4882, 3.0497)
C (-1.4905, -0.8490, 3.2764)
C (-2.0016, -1.3446, 2.1203)
N (-2.0663, -0.3382, 1.1812)
C (-1.6036, 0.7425, 1.7743)
O (1.0923, 2.2303, 2.1621)
C (1.0234, 3.6266, 2.4232)
C (1.6429, 4.3449, 1.2716)
C (2.9315, 4.7855, 1.2473)
Cl (4.0876, 4.6440, 2.5089)
S (3.3551, 5.5293, -0.2356)
C (1.7890, 5.2383, -0.8656)
C (0.9883, 4.6115, 0.0331)
C (1.8956, -0.9173, 3.8350)
Cl (1.9021, -0.5222, 5.5365)
C (2.2695, -2.2005, 3.4752)
H (1.9035, -1.8953, 0.1187)
H (1.2536, 0.3850, 0.8032)
H (1.6773, 1.8132, 4.0910)
H (-0.8327, 2.3381, 3.9159)
H (-0.3921, 0.9292, 4.8769)
H (-1.2725, -1.3107, 4.2237)
H (-2.3087, -2.3512, 1.8968)
H (-1.4870, 1.7054, 1.3043)
H (1.5609, 3.8611, 3.3476)
H (-0.0188, 3.9456, 2.5431)
H (1.5434, 5.5456, -1.8683)
H (-0.0347, 4.3308, -0.1769)
H (2.5617, -2.9193, 4.2267)

Atom charges from the Löwdin analysis, given in e for atoms 1 to 5: Cu 0.37; C -0.11; C -0.09; C -0.04; C -0.28


3.
The following is a quantum chemistry calculation of a molecular structure, C23H43BiN2OP3Se, from the OMol25 dataset.

The calculation puts the orbital gap (spin up / spin down) at 3.98 / 4.41 eV. For the max |F|, the calculation gives 2.05 eV/Å. The value obtained for the energy relative to the best compared isomer or geometry (same formula, charge and spin) is 0.000 eV. Its multiplicity is 1. The net charge is +3. The HOMO energy (spin up / spin down) comes out at -16.03 / -16.03 eV.

Atoms and positions in Å:
Bi (-0.1542, 0.5127, 0.1519)
P (-1.1749, 1.0251, 2.7557)
P (-2.1638, -1.8998, 0.7569)
P (-2.5385, 1.3781, -0.9474)
H (4.7139, 3.7963, -3.9027)
C (4.1556, 4.7237, -3.6834)
C (3.7098, 4.9375, -2.4034)
H (4.1071, 4.3078, -1.5709)
C (0.0262, 0.4760, 4.0319)
C (-2.7765, 0.5047, 3.4536)
C (-1.2083, 2.8317, 2.8633)
C (-2.1895, -3.1354, -0.5889)
C (-1.6099, -2.9085, 2.1814)
C (-3.9584, -1.6829, 1.0477)
C (-2.1207, 2.9099, -1.8208)
C (-3.9084, 1.8238, 0.1634)
C (-3.2862, 0.3325, -2.2422)
H (4.0883, 5.4363, -4.5305)
H (3.0271, 5.7419, -2.0726)
H (1.0491, 0.6725, 3.7011)
H (-0.0737, -0.6029, 4.1983)
H (-0.1647, 1.0239, 4.9603)
H (-2.8175, -0.5813, 3.6073)
H (-3.6002, 0.8141, 2.7996)
H (-2.9230, 0.9952, 4.4252)
H (-0.2437, 3.2517, 2.5598)
H (-1.4102, 3.1355, 3.8956)
H (-1.9883, 3.2553, 2.2212)
H (-2.8589, -3.9654, -0.3206)
H (-1.1836, -3.5316, -0.7614)
H (-2.5109, -2.6698, -1.5281)
H (-2.2821, -3.7686, 2.3202)
H (-1.5751, -2.3067, 3.0958)
H (-0.5896, -3.2679, 2.0089)
H (-4.4244, -2.6592, 1.2335)
H (-4.4309, -1.2270, 0.1722)
H (-4.1415, -1.0338, 1.9065)
H (-3.0072, 3.2621, -2.3722)
H (-1.2879, 2.7385, -2.5190)
H (-1.8030, 3.6843, -1.1063)
H (-4.6486, 2.4145, -0.3955)
H (-3.5520, 2.4235, 1.0106)
H (-4.4044, 0.9336, 0.5698)
H (-3.9988, 0.9520, -2.8085)
H (-3.8115, -0.5338, -1.8176)
H (-2.5060, -0.0462, -2.9188)
C (1.0266, 0.2006, -3.4423)
C (2.0604, 1.0151, -2.9378)
C (2.5739, 1.9770, -3.7681)
C (2.1663, 2.0783, -5.0999)
C (1.2043, 1.2157, -5.6374)
C (0.5975, 0.2958, -4.7931)
Se (0.2264, -1.0180, -2.2952)
H (0.5998, 2.0603, -0.4104)
H (2.3624, 0.9860, -1.8843)
H (3.2487, 2.7002, -3.3305)
H (2.6024, 2.8562, -5.7070)
H (0.9355, 1.2525, -6.7000)
H (-0.2020, -0.3542, -5.1642)
N (4.4825, -5.5137, 2.5349)
C (4.6475, -4.1557, 2.7124)
O (5.6373, -3.6869, 3.2690)
C (3.5504, -3.3159, 2.1049)
C (2.6054, -3.7842, 1.1742)
C (1.6477, -2.8943, 0.6685)
N (1.6047, -1.5881, 1.0111)
C (2.5051, -1.1439, 1.9163)
C (3.4945, -1.9600, 2.4711)
H (5.1405, -6.0860, 3.0432)
H (3.5888, -5.9455, 2.3404)
H (2.5952, -4.8189, 0.8173)
H (0.8965, -3.2469, -0.0583)
H (2.4480, -0.0941, 2.2175)
H (4.2035, -1.5055, 3.1666)

Atom charges from the Löwdin analysis, given in e for atoms 1 to 5: Bi 1.05; P 0.71; P 0.72; P 0.67; H 0.06


4.
The following is a quantum chemistry calculation of a single C3H3N molecule, from the OMol25 dataset.

The calculation puts the orbital gap (spin up / spin down) at 7.20 / 8.39 eV. For the max |F|, the calculation gives 8.93 eV/Å. The value obtained for the energy relative to the best compared isomer or geometry (same formula, charge and spin) is 5.974 eV. The SMILES is C#CN=C. Its multiplicity is 1. The net charge is 0. The HOMO energy (spin up / spin down) comes out at -8.35 / -8.75 eV.

Atoms and positions in Å:
C (-1.1872, 2.1953, -0.0128)
C (-0.4553, 0.6395, 0.0175)
C (0.7511, -1.4287, 0.2545)
N (0.1495, -0.3317, 0.2586)
H (-1.3783, 2.4586, -1.0609)
H (0.9587, -1.8210, 1.1602)
H (1.1615, -1.7120, -0.6171)

Atom charges from the Löwdin analysis, given in e for atoms 1 to 5: C 0.08; C -0.08; C 0.03; N -0.04; H -0.09


What is the max |F| in the fourth record?
8.93 eV/Å


Among the records above, which one has the highest net charge?
C23H43BiN2OP3Se